122
Properties=species:S:1:pos:R:3:forces:R:3 method="wB97M-V/def2-TZVPD" gap_ev="5.80 / 6.29" molar_mass_g_mol=950.124 spin_multiplicity=5 total_charge=-1 e_homo_ev="-3.348 / -3.842" e_tot_ev=-230186.0005
Fe -0.13965 0.11489 0.03799 0.3 0.5 -0.4
C -2.53690 0.00420 4.13776 0.0 0.1 0.0
C -1.02465 -0.18570 4.18676 0.0 0.0 0.1
C -0.69779 -1.61739 4.60302 0.0 0.0 0.0
P -0.12636 0.38140 2.63927 -0.2 0.0 -0.3
C 1.60166 0.41587 3.30843 0.1 0.0 0.0
C 2.43164 1.56617 2.75665 0.0 0.1 0.0
C 2.27831 -0.90490 2.92774 0.0 -0.1 0.0
C -0.81183 2.05758 2.56866 0.0 0.0 -0.1
C -0.67959 2.90937 3.66278 0.1 0.0 0.0
C -1.43028 4.06072 3.82501 0.0 -0.1 0.0
C -1.23483 4.99049 4.99009 0.0 0.0 0.0
C -2.42079 4.27892 2.86535 0.0 0.0 0.0
C -2.57177 3.47080 1.75977 0.0 0.0 0.0
C -1.71126 2.36843 1.50119 -0.1 0.0 0.1
N -1.76090 1.57262 0.39547 0.2 -0.3 0.1
C -2.62935 1.79037 -0.66374 -0.1 0.0 0.1
C -2.96525 3.04754 -1.18254 0.0 0.0 -0.1
C -3.88146 3.19073 -2.21495 0.1 0.0 0.0
C -4.50481 2.09542 -2.79213 0.0 -0.1 0.1
C -5.54505 2.24703 -3.86802 0.0 0.0 -0.1
C -4.11570 0.83418 -2.34344 0.0 0.0 -0.1
C -3.18451 0.66162 -1.33435 0.4 0.1 -0.2
P -2.49765 -0.92553 -0.75981 -0.8 -0.6 1.3
C -3.93369 -1.44472 0.35678 0.0 0.0 0.0
C -3.48971 -2.55377 1.31089 0.0 0.0 0.1
C -4.50444 -0.27200 1.15268 0.0 0.1 0.0
C -2.66497 -2.39716 -1.91084 0.0 0.3 -0.6
C -3.88178 -2.46252 -2.83815 0.0 0.0 0.0
C -1.41937 -2.74345 -2.73058 0.1 -0.1 0.1
H -2.94090 -0.07364 5.15127 0.0 0.0 0.0
H -3.01648 -0.76476 3.53425 0.0 0.0 0.0
H -2.82251 0.97691 3.73716 0.0 0.0 0.0
H -0.63134 0.48820 4.95737 0.0 0.0 0.0
H -0.99020 -2.33221 3.82761 0.0 0.0 0.0
H -1.25990 -1.88010 5.50363 0.0 0.0 0.0
H 0.35833 -1.76802 4.82011 0.0 0.0 0.0
H 1.53211 0.49270 4.40139 0.0 0.0 0.0
H 2.48216 1.49738 1.66887 0.0 0.0 0.0
H 3.44939 1.50614 3.15313 0.0 0.0 0.0
H 2.01379 2.54090 3.01125 0.0 0.0 0.0
H 2.27238 -1.02379 1.84221 0.0 0.0 0.0
H 1.79099 -1.78579 3.34650 0.0 0.0 0.0
H 3.32061 -0.90604 3.25817 0.0 0.0 0.0
H 0.03576 2.64482 4.43906 0.0 0.0 0.0
H -0.48403 4.59740 5.67742 0.0 0.0 0.0
H -2.15969 5.13456 5.55516 0.0 0.0 0.0
H -0.89693 5.97953 4.66940 0.0 0.0 0.0
H -3.10523 5.11365 2.99150 0.0 0.0 0.0
H -3.38753 3.67522 1.08353 0.0 0.0 0.0
H -2.47073 3.92629 -0.79305 0.0 0.0 0.0
H -4.11017 4.18791 -2.57825 0.0 0.0 0.0
H -5.70568 3.29838 -4.10993 0.0 0.0 0.0
H -6.50702 1.82915 -3.56038 0.0 0.0 0.0
H -5.25209 1.73608 -4.78857 0.0 0.0 0.0
H -4.55991 -0.03336 -2.81340 0.0 0.0 0.0
H -4.73467 -1.82931 -0.28505 0.0 -0.1 0.0
H -2.74669 -2.16603 2.01108 0.0 0.0 0.0
H -3.04820 -3.41718 0.80758 0.0 0.0 0.0
H -4.33414 -2.92622 1.89875 0.0 0.0 0.0
H -3.71515 0.31891 1.61749 0.0 0.0 0.0
H -5.16617 -0.63538 1.94529 0.0 0.0 0.0
H -5.07615 0.40303 0.51626 0.0 0.0 0.0
H -2.77654 -3.19168 -1.16648 0.0 0.0 0.0
H -3.73191 -1.81288 -3.70201 0.0 0.0 0.0
H -4.81722 -2.18293 -2.35301 0.0 0.0 0.0
H -4.00031 -3.48237 -3.21582 0.0 0.0 0.0
H -1.26523 -2.04656 -3.55161 0.0 0.0 0.0
H -1.53838 -3.74499 -3.15550 0.0 0.0 0.0
H -0.50274 -2.74365 -2.13435 0.0 0.0 0.0
O -0.08614 -2.57522 0.90050 0.2 -0.1 0.0
H -0.58131 -3.01414 0.20001 0.0 0.0 0.0
H -0.52443 -2.82029 1.72135 -0.1 0.1 0.0
S -0.42477 0.70761 -3.35444 0.1 -0.3 -0.4
C -0.38670 -0.09806 -2.03885 0.2 0.8 0.0
C 0.47836 3.46859 -1.58828 0.0 0.0 -0.1
C 1.05731 2.95538 -0.27264 -0.1 0.0 0.0
C 2.38648 3.67007 -0.00485 0.0 0.0 0.0
O 1.21690 1.56323 -0.29445 -0.3 -0.1 0.3
H 0.26003 4.54006 -1.52843 0.0 0.0 0.0
H -0.44544 2.94982 -1.83597 0.0 0.0 0.0
H 1.19073 3.31203 -2.40662 0.0 0.0 0.0
H 0.36131 3.25700 0.52549 0.0 0.0 0.0
H 2.31722 4.72541 -0.28801 0.0 0.0 0.0
H 3.18034 3.20864 -0.59269 0.0 0.0 -0.1
H 2.68215 3.62910 1.04219 0.0 -0.1 0.0
C 4.40960 -3.97560 -1.46299 0.1 -0.1 0.0
Ge 2.65642 -3.42459 -0.72640 0.0 0.0 0.0
C 1.41425 -4.81229 -1.42271 -0.1 0.0 0.0
C 2.82143 -4.03558 1.15101 0.0 0.0 0.1
Ge 2.11563 -1.04238 -1.24696 0.1 -0.5 0.2
C 3.85609 -0.26573 -0.62032 0.1 0.1 -0.2
C 4.62794 -0.88111 0.36359 0.0 0.0 0.1
C 5.86262 -0.38087 0.76273 0.0 0.0 0.0
C 6.37102 0.76502 0.17365 0.0 0.0 0.0
C 5.62547 1.39799 -0.81158 0.0 0.0 0.0
C 4.39246 0.89041 -1.19212 0.0 0.0 0.0
C 2.44851 -1.11214 -3.21738 0.1 0.2 0.0
C 2.60196 0.08744 -3.92507 0.0 0.0 0.0
C 2.81623 0.11589 -5.29565 0.0 0.0 0.0
C 2.86339 -1.06835 -6.01779 0.0 0.0 0.0
C 2.69021 -2.27008 -5.34886 0.0 0.0 0.0
C 2.48694 -2.28371 -3.97311 -0.1 -0.1 -0.1
H 4.53468 -5.04911 -1.29298 0.0 0.0 0.0
H 5.21590 -3.44537 -0.95372 0.0 0.0 0.0
H 4.50391 -3.77497 -2.53000 0.0 0.0 0.0
H 1.85473 -5.78305 -1.17883 0.0 0.0 0.0
H 1.25744 -4.77100 -2.50102 0.0 0.0 0.0
H 0.43234 -4.76676 -0.94638 0.0 0.0 0.0
H 3.08696 -5.09620 1.10944 0.0 0.0 0.0
H 1.88304 -3.92660 1.69066 0.0 0.0 0.0
H 3.60042 -3.52140 1.71408 0.0 0.0 0.0
H 4.27343 -1.78209 0.84672 0.0 0.0 0.0
H 6.42544 -0.89457 1.53440 0.0 0.0 0.0
H 7.33249 1.16115 0.47852 0.0 0.0 0.0
H 5.99987 2.29968 -1.28345 0.0 0.0 0.0
H 3.83767 1.42285 -1.95085 0.0 0.0 0.0
H 2.53806 1.03141 -3.39650 0.0 0.0 0.0
H 2.93477 1.06780 -5.80077 0.0 0.0 0.0
H 3.02846 -1.05227 -7.08864 0.0 0.0 0.0
H 2.71436 -3.20723 -5.89383 0.0 0.0 0.0
H 2.35489 -3.24733 -3.49696 0.0 0.0 0.0



12
Properties=species:S:1:pos:R:3:forces:R:3 method="wB97M-V/def2-TZVPD" gap_ev="8.72 / 7.59" molar_mass_g_mol=86.074 e_homo_ev="-8.998 / -7.874" e_tot_ev=-13543.2077
C -1.17620 -0.11008 0.00551 -2.5 -2.4 0.8
C 1.29252 0.61817 0.80053 -1.0 0.2 -0.2
C 1.19170 -0.03068 -0.52596 1.8 0.4 -0.6
C -0.05750 0.74178 -0.05913 2.3 -2.2 0.5
P -2.82546 0.00608 0.20544 0.9 1.6 0.2
H -0.97970 -2.32029 -0.46110 0.1 1.2 0.2
H 1.26315 -0.03758 1.67537 -0.3 0.2 -0.4
H 1.96038 1.47322 0.95056 -0.7 0.0 -0.3
H 1.73904 0.47063 -1.36241 -0.5 -0.7 0.8
H 1.26747 -1.12747 -0.47655 -0.7 0.7 -0.5
H -0.27692 1.53915 -0.68895 0.2 1.9 -0.6
H -3.39848 -1.22292 -0.06330 0.3 -0.9 -0.2



28
Properties=species:S:1:pos:R:3:forces:R:3 method="wB97M-V/def2-TZVPD" gap_ev=10.99 molar_mass_g_mol=163.143 total_charge=+1 e_homo_ev=-14.052 e_tot_ev=-18729.2876
O -0.62464 -2.80743 -2.05332 -0.5 0.4 0.4
H -3.83904 0.51896 -1.58334 -0.6 0.7 -0.2
H -0.75182 0.83698 1.70235 0.3 0.2 0.6
O 1.81797 -1.84000 -1.42232 0.3 0.5 0.0
H -2.51373 -0.98987 2.90848 -1.0 -0.6 -0.6
O -0.69108 2.87185 2.71898 0.2 0.4 0.0
H 3.04827 1.51009 1.88681 0.8 -0.7 1.5
H -0.83637 3.70529 3.18837 -0.5 -0.3 0.3
O 0.97858 0.39525 -0.31106 -0.3 -0.8 0.0
H -0.00555 3.17576 2.12450 0.4 -0.2 -0.5
H 2.17752 -1.43394 -2.22416 0.1 -0.1 -0.2
O -2.08224 -1.79948 2.56101 0.4 1.7 1.5
H -2.98197 -0.60980 -1.28609 -0.1 -0.4 0.4
H -1.51390 -1.87578 3.35424 0.2 -1.0 -0.5
O -3.74027 -0.14359 -0.90478 0.8 -0.3 -0.2
H 1.23804 -0.50366 -0.69291 -0.3 0.0 -0.1
H 1.81083 0.75795 0.03401 0.2 0.8 0.3
O 1.74878 1.32413 -3.43491 1.9 0.7 0.1
H 0.24083 -2.94807 -2.42618 0.3 -0.2 -0.2
H 1.42493 1.31094 -4.33047 -0.7 -0.4 0.0
O 2.69564 1.93744 1.13823 -0.7 -1.3 -1.8
H 0.27533 0.18499 0.59819 0.4 -0.7 -0.5
H 1.23313 0.90196 -2.76972 -1.2 -0.4 -0.1
O -0.35037 -0.05438 1.66106 -0.9 1.6 0.1
H 2.62059 2.84004 1.34867 0.0 1.8 0.3
H 2.59437 -2.14184 -0.93817 0.1 -0.3 0.0
H -1.26617 -3.10554 -2.69643 -0.1 -0.2 -0.2
H -1.15914 -0.60480 1.89089 0.8 -1.0 -0.7



For reference, ΔE to the lowest compared entry with this formula, charge and spin by record: 0.000; 6.066; 2.397 eV.